[1]
{
  "formula": "C10H15BBrFINO4S",
  "method": "wB97M-V/def2-TZVPD",
  "species": ["O", "B", "O", "C", "C", "C", "O", "C", "F", "Br", "O", "C", "S", "I", "H", "H", "H", "H", "H", "H", "H", "H", "H", "H", "C", "C", "C", "N", "C", "C", "H", "H", "H", "H", "H"],
  "positions_angstrom": [[-0.078, 3.722, -3.031], [1.027, 2.917, -2.933], [2.284, 3.472, -2.719], [0.778, 1.362, -3.024], [0.202, 0.851, -1.685], [-1.164, 0.220, -1.849], [-1.790, -0.034, -0.591], [-2.708, 0.901, -0.228], [-2.113, 2.114, -0.017], [-3.533, 0.327, 1.415], [1.048, -0.133, -1.086], [2.174, 0.388, -0.493], [3.311, -1.002, -0.289], [1.739, 1.394, 1.398], [0.159, 4.644, -3.201], [2.377, 3.889, -1.851], [1.680, 0.803, -3.273], [0.052, 1.187, -3.825], [0.087, 1.677, -0.971], [-1.056, -0.748, -2.344], [-1.787, 0.863, -2.478], [-3.490, 1.053, -0.974], [2.634, 1.162, -1.108], [3.951, -0.509, 0.777], [-1.651, -2.954, 2.794], [-1.190, -3.423, 4.014], [0.134, -3.189, 4.354], [0.991, -2.538, 3.571], [0.534, -2.095, 2.400], [-0.772, -2.275, 1.968], [-2.680, -3.110, 2.494], [-1.841, -3.959, 4.692], [0.529, -3.539, 5.301], [1.248, -1.563, 1.783], [-1.086, -1.878, 1.012]],
  "gap_ev": 9.4,
  "energy_ha": -4140.44925,
  "e_homo_ev": -9.22,
  "e_lumo_ev": 0.15,
  "largest_force_ev_per_a": 0.54,
  "spin_multiplicity": 1,
  "smiles": "OB(O)C[C@@H](CO[C@H](F)Br)O[C@H](S)I.c1ccncc1"
}

---

[2]
{
  "formula": "C3H4INS",
  "method": "wB97M-V/def2-TZVPD",
  "species": ["I", "C", "C", "S", "C", "N", "H", "H", "H", "H"],
  "positions_angstrom": [[-0.281, -2.799, 0.724], [-0.002, -0.920, -0.291], [-1.068, 0.473, 0.193], [-0.045, 1.783, 0.500], [1.317, 0.816, 0.056], [1.289, -0.375, -0.259], [-0.262, -1.090, -1.340], [-1.673, 0.603, -0.714], [-1.474, 0.175, 1.189], [2.200, 1.335, -0.059]],
  "gap_ev": 9.4,
  "e_above_lowest_kcal_mol": 19.1,
  "energy_ha": -867.29156,
  "e_homo_ev": -9.13,
  "e_lumo_ev": 0.25,
  "largest_force_ev_per_a": 4.49,
  "spin_multiplicity": 1,
  "smiles": "I[C@H]1CSC=N1"
}

---

[3]
{
  "formula": "C5H8N2",
  "method": "wB97M-V/def2-TZVPD",
  "species": ["C", "C", "C", "N", "C", "C", "N", "H", "H", "H", "H", "H", "H", "H", "H"],
  "positions_angstrom": [[0.613, -0.228, 1.384], [1.288, -0.541, -1.014], [0.136, -1.469, -0.839], [0.143, -0.240, -0.012], [-0.950, 0.683, -0.323], [-0.672, 2.055, 0.127], [-0.493, 3.138, 0.487], [1.287, -1.073, 1.487], [-0.189, -0.264, 2.138], [1.194, 0.690, 1.497], [1.107, 0.125, -1.873], [-0.736, -1.502, -1.504], [0.237, -2.401, -0.278], [-1.074, 0.684, -1.408], [-1.890, 0.344, 0.131]],
  "gap_ev": 8.2,
  "e_above_lowest_kcal_mol": 99.2,
  "energy_ha": -304.67735,
  "e_homo_ev": -7.68,
  "e_lumo_ev": 0.57,
  "largest_force_ev_per_a": 1.14,
  "spin_multiplicity": 1
}

---

[4]
{
  "formula": "C9H11NO4S",
  "method": "wB97M-V/def2-TZVPD",
  "species": ["C", "C", "N", "S", "O", "O", "O", "C", "O", "C", "C", "C", "C", "C", "C", "H", "H", "H", "H", "H", "H", "H", "H", "H", "H", "H"],
  "positions_angstrom": [[4.170, 0.190, 0.730], [3.302, 0.170, -0.441], [2.708, 1.228, -0.779], [2.018, -1.209, 0.067], [2.578, -2.427, 0.569], [1.661, -1.530, -1.553], [0.123, -1.537, 0.510], [-0.469, -0.423, 0.274], [0.248, 0.596, 0.047], [-1.919, -0.467, 0.072], [-2.610, -1.659, 0.298], [-3.985, -1.696, 0.046], [-4.612, -0.513, -0.274], [-3.915, 0.715, -0.498], [-2.590, 0.724, -0.213], [5.202, 0.168, 0.367], [4.110, -0.749, 1.346], [3.886, 1.222, 1.223], [2.637, 2.210, -0.375], [1.831, 1.134, -1.327], [1.570, -2.501, -1.796], [-2.137, -2.629, 0.422], [-4.632, -2.553, 0.104], [-5.677, -0.445, -0.427], [-4.368, 1.563, -0.845], [-1.920, 1.492, -0.128]],
  "gap_ev": 8.1,
  "e_above_lowest_kcal_mol": 97.5,
  "energy_ha": -1103.31250,
  "e_homo_ev": -8.06,
  "e_lumo_ev": 0.03,
  "largest_force_ev_per_a": 5.43,
  "spin_multiplicity": 1,
  "smiles": "CC(N)=[S@](=O)(O)OC(=O)c1ccccc1"
}

---

[5]
{
  "formula": "C23H22N2O5",
  "method": "wB97M-V/def2-TZVPD",
  "species": ["C", "C", "O", "C", "O", "C", "O", "C", "C", "C", "C", "C", "C", "O", "N", "C", "C", "O", "N", "C", "C", "C", "C", "C", "C", "C", "C", "C", "C", "C", "H", "H", "H", "H", "H", "H", "H", "H", "H", "H", "H", "H", "H", "H", "H", "H", "H", "H", "H", "H", "H", "H"],
  "positions_angstrom": [[3.286, -1.268, 2.146], [2.621, -1.193, 0.783], [2.410, -2.525, 0.289], [2.654, -2.760, -0.993], [3.072, -1.956, -1.783], [2.348, -4.217, -1.333], [1.672, -4.392, -2.564], [1.058, -3.309, -3.154], [1.341, -3.093, -4.490], [0.788, -2.017, -5.175], [-0.019, -1.125, -4.510], [-0.342, -1.339, -3.168], [-1.180, -0.352, -2.497], [-1.598, 0.671, -3.021], [-1.503, -0.633, -1.178], [-2.218, 0.375, -0.436], [-1.327, 0.955, 0.668], [-0.283, 0.421, 0.987], [-1.812, 2.071, 1.258], [-3.053, 2.740, 0.874], [-3.216, 3.923, 1.842], [-1.975, 3.862, 2.681], [-1.569, 4.698, 3.698], [-0.367, 4.433, 4.340], [0.405, 3.348, 3.962], [0.006, 2.500, 2.939], [-1.193, 2.771, 2.304], [-1.106, -1.775, -0.550], [-0.310, -2.686, -1.144], [0.151, -2.464, -2.479], [3.420, -0.263, 2.536], [2.664, -1.835, 2.834], [4.257, -1.752, 2.073], [1.641, -0.711, 0.849], [3.242, -0.650, 0.064], [1.792, -4.678, -0.508], [3.307, -4.740, -1.438], [2.019, -3.772, -4.983], [1.028, -1.868, -6.216], [-0.421, -0.249, -4.996], [-2.494, 1.146, -1.162], [-3.124, -0.047, 0.014], [-3.892, 2.042, 0.947], [-2.981, 3.084, -0.162], [-3.289, 4.873, 1.311], [-4.110, 3.819, 2.460], [-2.176, 5.543, 3.988], [-0.034, 5.079, 5.139], [1.338, 3.154, 4.470], [0.608, 1.658, 2.646], [-1.473, -1.908, 0.456], [-0.061, -3.589, -0.618]],
  "gap_ev": 8.3,
  "e_above_lowest_kcal_mol": 8.2,
  "energy_ha": -1375.40920,
  "e_homo_ev": -7.80,
  "e_lumo_ev": 0.51,
  "largest_force_ev_per_a": 0.94,
  "spin_multiplicity": 1,
  "smiles": "CCOC(=O)COc1cccc2c(=O)n(CC(=O)N3CCc4ccccc43)ccc12"
}

---

[6]
{
  "formula": "C30H41InN3O6S2Si",
  "method": "wB97M-V/def2-TZVPD",
  "species": ["In", "C", "C", "C", "C", "C", "C", "C", "H", "H", "H", "H", "H", "H", "H", "H", "C", "C", "C", "C", "O", "Si", "S", "O", "C", "C", "C", "C", "O", "C", "C", "C", "C", "H", "H", "H", "H", "H", "H", "H", "H", "H", "H", "H", "H", "H", "H", "H", "H", "H", "H", "H", "H", "H", "H", "H", "H", "H", "H", "H", "O", "C", "O", "C", "C", "C", "C", "C", "C", "S", "H", "H", "H", "H", "N", "C", "O", "C", "C", "N", "C", "N", "H", "H"],
  "positions_angstrom": [[0.597, 1.238, -1.574], [-1.044, 5.138, -0.090], [0.160, 4.872, -0.946], [0.016, 4.635, -2.311], [1.119, 4.390, -3.111], [2.389, 4.353, -2.557], [2.548, 4.592, -1.202], [1.442, 4.857, -0.406], [-1.423, 6.147, -0.263], [-0.802, 5.039, 0.968], [-1.845, 4.439, -0.328], [-0.975, 4.629, -2.747], [0.988, 4.210, -4.169], [3.248, 4.141, -3.180], [3.534, 4.576, -0.757], [1.585, 5.053, 0.650], [0.866, 2.153, 2.402], [-0.183, 1.059, 2.189], [-0.329, 0.203, 3.447], [-1.524, 1.701, 1.844], [0.203, 0.279, 1.057], [1.255, -1.004, 0.995], [1.758, -1.256, -0.995], [0.605, -2.321, 1.740], [-0.369, -3.243, 1.274], [-0.956, -3.915, 2.519], [0.311, -4.289, 0.389], [-1.480, -2.533, 0.502], [2.461, -0.558, 2.018], [3.556, -1.307, 2.507], [3.123, -2.067, 3.766], [4.085, -2.298, 1.471], [4.651, -0.294, 2.855], [0.568, 2.824, 3.209], [0.971, 2.719, 1.476], [1.823, 1.693, 2.636], [-0.678, 0.822, 4.273], [0.623, -0.250, 3.709], [-1.049, -0.595, 3.273], [-1.857, 2.356, 2.648], [-2.280, 0.932, 1.681], [-1.424, 2.278, 0.927], [-0.173, -4.426, 3.077], [-1.716, -4.639, 2.229], [-1.404, -3.164, 3.169], [1.097, -4.789, 0.955], [0.759, -3.796, -0.472], [-0.412, -5.031, 0.050], [-1.964, -1.793, 1.139], [-2.228, -3.248, 0.164], [-1.063, -2.019, -0.363], [2.251, -2.674, 3.531], [2.859, -1.367, 4.559], [3.931, -2.709, 4.115], [3.354, -3.086, 1.302], [5.020, -2.736, 1.820], [4.248, -1.791, 0.523], [4.274, 0.426, 3.581], [4.950, 0.242, 1.956], [5.516, -0.805, 3.275], [-4.389, 2.704, -0.244], [-3.889, 1.742, -0.794], [-2.652, 1.732, -1.254], [-4.540, 0.442, -1.046], [-5.841, 0.091, -0.709], [-6.297, -1.176, -1.013], [-5.447, -2.094, -1.633], [-4.160, -1.751, -1.991], [-3.708, -0.462, -1.712], [-2.159, 0.212, -2.117], [-6.471, 0.820, -0.217], [-7.315, -1.460, -0.781], [-5.812, -3.090, -1.847], [-3.507, -2.458, -2.480], [2.374, -0.609, -5.583], [1.318, -0.512, -4.714], [1.124, 0.544, -4.100], [0.453, -1.666, -4.635], [-0.650, -1.543, -3.832], [-1.599, -1.351, -3.181], [0.776, -2.860, -5.286], [1.075, -3.813, -5.866], [2.665, -1.523, -5.890], [3.088, 0.091, -5.472]],
  "gap_ev": 7.2,
  "e_above_lowest_kcal_mol": 51.2,
  "charge": -1,
  "energy_ha": -3059.81534,
  "e_homo_ev": -4.84,
  "e_lumo_ev": 2.40,
  "largest_force_ev_per_a": 1.51,
  "spin_multiplicity": 1
}

---

[7]
{
  "formula": "CH6P2",
  "method": "wB97M-V/def2-TZVPD",
  "species": ["C", "P", "P", "H", "H", "H", "H", "H", "H"],
  "positions_angstrom": [[-0.069, 0.239, 0.167], [-1.597, -0.708, 0.085], [1.484, -0.808, -0.063], [-0.081, 1.036, 0.904], [0.028, 1.564, -1.104], [-2.267, 0.447, -0.297], [-1.735, -1.325, -1.228], [0.980, -1.879, 0.532], [2.276, -0.527, 1.047]],
  "gap_ev": 8.9,
  "e_above_lowest_kcal_mol": 78.4,
  "energy_ha": -724.23441,
  "e_homo_ev": -8.84,
  "e_lumo_ev": 0.06,
  "largest_force_ev_per_a": 4.18,
  "spin_multiplicity": 1
}

---

[8]
{
  "formula": "C4H12NS",
  "method": "wB97M-V/def2-TZVPD",
  "species": ["C", "C", "C", "C", "S", "N", "H", "H", "H", "H", "H", "H", "H", "H", "H", "H", "H", "H"],
  "positions_angstrom": [[0.248, -1.098, -2.501], [0.890, 0.254, -2.316], [1.140, 1.092, -3.320], [0.900, 0.119, 1.056], [-0.533, -0.785, 1.403], [-2.201, 0.285, 4.116], [-0.545, -1.291, -1.796], [1.021, -1.850, -2.252], [-0.017, -1.268, -3.538], [1.000, 0.573, -1.269], [1.610, 2.042, -3.100], [0.827, 0.844, -4.326], [1.774, -0.372, 1.495], [0.747, 1.113, 1.499], [-0.294, -1.472, 2.551], [-1.707, 0.530, 3.281], [-3.128, 0.676, 4.068], [-1.733, 0.607, 4.948]],
  "gap_ev": 4.2,
  "e_above_lowest_kcal_mol": 136.3,
  "charge": 1,
  "energy_ha": -612.08745,
  "e_homo_ev": -13.00,
  "e_lumo_ev": -8.77,
  "largest_force_ev_per_a": 5.14,
  "spin_multiplicity": 1
}